1.
21
Properties=species:S:1:pos:R:3 method="wB97M-V/def2-TZVPD" relative_energy_ev=0.3795 multiplicity=1 e_tot_ev=-12918.6658 e_homo_ev=-8.63 molar_mass_g_mol=141.17 smiles="Cc1c[nH]cn1.CC(N)=O" lumo_ev=0.945
C -0.3572 -2.5621 0.9044
C -0.6188 -1.9307 -0.4161
C -0.0389 -0.9789 -2.2458
C -1.7454 -1.3535 -0.8885
N 0.4444 -1.6899 -1.2432
N -1.3603 -0.7150 -2.0627
H 0.5642 -0.6581 -3.0760
H -0.2121 -1.8245 1.7126
H 0.6124 -3.0552 0.8198
H -1.9911 -0.2327 -2.6728
H -2.8056 -1.3516 -0.7046
H -1.1087 -3.1968 1.3570
C 1.0634 3.1679 1.3414
C 0.6421 2.0924 0.3782
O -0.0201 2.1956 -0.6145
N 0.9768 0.8218 0.8626
H 0.8146 0.0699 0.2013
H 1.6432 0.6504 1.6082
H 1.2512 2.8614 2.3658
H 0.3062 3.9572 1.3641
H 1.9397 3.7325 1.0087

=====

2.
80
Properties=species:S:1:pos:R:3 method="wB97M-V/def2-TZVPD" total_charge=-1 multiplicity=1 e_tot_ev=-204666.9482 e_homo_ev=-4.31 molar_mass_g_mol=751.65 lumo_ev=1.846
Na 12.6337 11.6673 11.2705
Br 13.8584 10.8610 18.5596
C 13.7175 10.8650 16.6577
C 12.4702 10.9221 16.0461
C 12.4502 10.8708 14.6747
N 13.5523 10.8910 13.9750
C 14.7267 10.9252 14.5445
C 14.8933 10.7732 15.9434
C 15.8836 11.0577 13.6285
C 17.1814 11.3308 14.1453
C 18.1547 11.4780 13.1956
Br 19.8588 11.8903 13.8194
C 17.9081 11.2731 11.8600
C 16.6170 10.9669 11.4667
N 15.6088 10.8745 12.3691
H 11.5777 10.9942 16.6209
H 11.5380 10.8834 14.1272
H 15.8817 10.6608 16.4339
H 17.3634 11.4977 15.1875
H 18.6979 11.3173 11.1052
H 16.3289 10.8070 10.4320
C 16.0440 10.5026 7.4583
Si 14.2670 11.1544 7.9216
C 13.6242 12.0975 6.3683
C 13.2364 9.6025 8.1899
N 14.1917 12.0854 9.3077
C 14.6359 13.3448 9.4231
C 15.7020 13.9522 8.7276
C 16.0019 15.3059 8.8062
C 15.2886 16.1546 9.5862
C 14.2307 15.6275 10.3116
C 13.9646 14.2757 10.2809
F 12.9991 13.8388 11.1174
H 16.1501 10.0333 6.4281
H 16.3917 9.7106 8.1101
H 16.7350 11.3606 7.5475
H 13.8272 11.5875 5.4191
H 14.1653 13.0615 6.2212
H 12.5283 12.2882 6.3913
H 13.1802 8.9311 7.3188
H 12.2336 9.7694 8.5559
H 13.7068 8.9908 8.9950
H 16.2476 13.3429 8.0154
H 16.8865 15.6864 8.2666
H 15.5200 17.2332 9.5803
H 13.6234 16.2630 10.9389
N 13.3419 8.5790 12.2361
C 13.2830 7.2844 12.5388
C 12.0860 6.8432 11.9920
C 11.4769 8.0225 11.5328
N 12.2426 9.0644 11.6720
H 14.0898 9.3302 12.2789
H 14.1238 6.7527 12.9261
H 11.6458 5.8641 11.9751
H 10.4939 8.0921 11.0334
C 9.0226 14.0251 11.4837
Si 9.8715 13.2879 13.0124
C 11.4433 14.3419 13.3592
C 8.6100 13.4597 14.4772
N 10.4124 11.7240 12.6166
C 9.5707 10.6738 12.1268
C 8.9085 9.8009 12.9954
C 8.0341 8.8347 12.4747
C 7.8632 8.7363 11.0862
C 8.4897 9.6056 10.2357
C 9.3204 10.5601 10.7438
H 8.5432 15.0325 11.5980
H 8.2944 13.3137 11.0856
H 9.8310 14.1375 10.7153
H 11.6914 14.9999 12.5696
H 12.3111 13.6968 13.5836
H 11.2917 15.0289 14.1980
H 8.2286 14.5054 14.5130
H 9.0398 13.1783 15.4786
H 7.7389 12.7889 14.2794
H 8.9778 9.9137 14.0541
H 7.3988 8.2283 13.0663
H 7.1764 7.9903 10.6927
H 8.3765 9.4724 9.1747
H 9.8217 11.2679 10.0349

=====

3.
18
Properties=species:S:1:pos:R:3 method="wB97M-V/def2-TZVPD" relative_energy_ev=3.4998 multiplicity=1 e_tot_ev=-9908.7420 e_homo_ev=-9.27 molar_mass_g_mol=105.14 smiles="C=N/C=C/C.O.O" lumo_ev=0.259
C 0.5282 -0.7383 2.4919
C -0.0352 -0.3425 1.1519
C 0.5186 -0.6492 -0.0091
N -0.2896 -0.5166 -1.1947
C 0.0562 0.3743 -2.0221
H 0.0752 -0.0331 3.1899
H 0.4751 -1.7893 2.7374
H 1.5996 -0.5245 2.6106
H -0.8725 0.3334 1.1220
H 1.5202 -1.0020 -0.2380
H -0.7237 0.9679 -2.4848
H 1.1309 0.5430 -2.0685
H -0.6270 3.8926 0.3730
H -0.3334 4.8248 -0.7008
O -1.0647 4.6140 -0.1049
H -1.1207 -2.7344 -1.4437
H -0.0260 -3.7261 -1.4512
O -0.8112 -3.4938 -1.9587

=====

4.
83
Properties=species:S:1:pos:R:3 method="wB97M-V/def2-TZVPD" relative_energy_ev=0.0000 multiplicity=1 e_tot_ev=-159452.6362 e_homo_ev=-9.88 molar_mass_g_mol=1008.73 lumo_ev=0.272
Ca -0.3343 -0.1355 0.0706
C 0.6350 -2.7936 3.3590
F 0.5913 -1.6634 4.0596
F 1.8460 -2.9058 2.8115
F 0.4180 -3.8359 4.1569
S -0.6673 -2.7950 1.9962
O 0.0673 -3.0521 0.7968
O -1.6768 -3.7270 2.3262
N -1.1628 -1.1955 1.8618
S -2.4783 -1.1094 2.8179
O -3.6886 -1.4581 2.1342
O -2.2825 -1.6173 4.1257
C -2.6476 0.7171 2.9821
F -1.5712 1.2614 3.5441
F -2.8257 1.2544 1.7681
F -3.7103 0.9864 3.7317
C 3.0632 1.3794 -2.2816
F 3.6906 2.2545 -3.0730
F 3.4344 0.1570 -2.6561
F 3.4678 1.5670 -1.0262
S 1.2221 1.7021 -2.3978
O 0.9955 2.6419 -1.3467
O 0.9383 2.1262 -3.7202
N 0.6796 0.1984 -1.9456
S 0.4194 -0.6492 -3.3185
O -0.9738 -0.6001 -3.6624
O 1.3525 -0.4753 -4.3889
C 0.6926 -2.3928 -2.8074
F 1.9565 -2.6349 -2.4679
F -0.1019 -2.6708 -1.7644
F 0.3510 -3.1696 -3.8282
C 6.0101 -0.8411 -1.1347
C 5.3316 -1.4756 0.0593
C 5.2250 -0.5913 1.3245
O 3.8418 -0.6478 1.6664
C 3.1462 -1.1825 0.6409
O 1.9638 -1.1232 0.5496
O 3.9507 -1.7319 -0.2617
H 5.6107 -1.2973 -2.0382
H 7.0954 -0.9097 -1.1046
H 5.7743 0.2267 -1.1577
H 5.7690 -2.4418 0.3135
H 5.4658 0.4475 1.1028
H 5.8048 -1.0181 2.1370
C 4.4429 3.0533 3.6925
C 3.4190 1.9574 3.5771
C 2.2177 2.0547 4.5220
O 1.1242 1.6175 3.7244
C 1.4628 1.7139 2.4304
O 0.7056 1.5897 1.5189
O 2.7613 2.0356 2.2865
H 3.9903 4.0387 3.7809
H 5.0599 3.0445 2.7894
H 5.1461 2.8947 4.5103
H 3.8531 0.9562 3.5985
H 2.0152 3.0728 4.8653
H 2.3704 1.4637 5.4241
C -5.6184 -3.3878 -2.8641
C -4.8980 -2.9983 -1.5868
C -3.7313 -3.9370 -1.2090
O -2.7366 -3.0354 -0.7275
C -3.0200 -1.8150 -1.1586
O -2.3752 -0.8502 -0.8746
O -4.1843 -1.7745 -1.8334
H -6.4226 -4.0907 -2.6442
H -4.9693 -3.8116 -3.6288
H -6.0493 -2.4882 -3.3069
H -5.5718 -2.9266 -0.7344
H -3.3414 -4.4769 -2.0737
H -3.9859 -4.6578 -0.4376
C -4.6462 4.8571 -1.7797
C -4.2854 3.4033 -2.0017
C -3.3721 3.1378 -3.2239
O -2.2282 2.5110 -2.6881
C -2.3706 2.3439 -1.3718
O -1.5574 1.8219 -0.6762
O -3.4975 2.8976 -0.9091
H -4.6799 5.3860 -2.7305
H -3.9247 5.3335 -1.1165
H -5.6160 4.9404 -1.2897
H -5.1823 2.7914 -2.0953
H -3.1441 4.0638 -3.7531
H -3.8493 2.4910 -3.9598

=====

Frontier orbital gap / eV: 9.58 6.15 9.53 10.15